No. 1
36
Properties=species:S:1:pos:R:3:forces:R:3:lowdin_charge:R:1 method="wB97M-V/def2-TZVPD" total_charge=+2 homo_energy_ev=-14.12 gap_ev=3.2 e_lumo_ha=-0.4017
C 2.66484 -2.00970 -0.03518 0.96 0.45 1.48 -0.14
S 1.27107 -2.47217 -1.19972 1.91 -5.53 -5.75 0.82
O 1.23731 -4.04694 -1.26591 -0.34 6.13 1.30 -0.35
O 1.40564 -1.92009 -2.63876 -0.83 -0.33 5.28 -0.37
C -0.41601 -1.99698 -0.43832 -2.21 -3.88 5.78 -0.28
O -0.81597 -2.76439 0.57799 2.05 5.96 -6.99 0.06
O -1.14975 -0.87768 -1.04472 0.61 -0.63 1.78 -0.19
C -1.69014 0.05492 -0.04538 -1.03 -0.12 2.55 -0.57
C -3.13833 -0.53908 0.54488 0.69 -1.15 0.14 -0.07
C -3.97021 -1.41442 -0.59369 -7.33 -0.48 3.31 -0.13
O -5.26758 -1.75050 -0.35521 8.77 2.25 -2.00 0.03
C -0.69652 0.38860 1.21300 0.32 0.75 0.47 -0.17
C 0.79199 0.93781 0.80703 4.44 1.19 -0.42 -0.18
C 1.92103 1.07731 2.03324 1.77 1.29 -3.62 0.00
C 3.45664 1.66271 1.72248 -2.05 0.00 -2.82 -0.02
C 3.93503 2.14070 0.22040 -4.82 -1.83 0.06 -0.03
C 2.83873 1.97054 -0.99567 -0.91 -0.87 3.89 -0.03
C 1.30867 1.37288 -0.68612 2.22 0.36 2.71 -0.07
P -2.20393 1.65050 -1.03889 -0.39 0.28 -0.12 0.64
O -3.96043 1.79574 -1.09050 2.62 0.27 1.67 -0.41
Br -1.50300 3.53765 0.00897 -0.78 -1.77 -1.08 0.56
H 2.27807 -1.95364 1.07538 0.48 -0.24 -2.32 0.10
H 3.14948 -0.97031 -0.28990 -1.20 -2.06 0.15 0.08
H 3.45605 -2.90125 -0.09492 -2.03 1.86 -0.25 0.13
H -3.78852 0.29379 1.05279 1.00 -1.77 -1.26 0.15
H -2.85793 -1.30471 1.41687 -0.58 1.44 -2.02 0.17
H -3.52581 -1.79984 -1.60537 -0.20 0.33 1.06 0.11
H -1.23365 1.24679 1.84428 1.04 -1.83 -1.40 0.12
H -0.62248 -0.53883 1.95338 -0.13 1.85 -1.83 0.15
H 1.71618 0.78463 3.14904 0.20 0.58 -2.48 0.10
H 4.27316 1.78214 2.58515 -2.26 -0.42 -1.95 0.11
H 4.98667 2.58863 -0.05210 -2.31 -1.08 0.87 0.11
H 3.11333 2.29308 -2.09912 -0.71 -0.83 2.58 0.11
H 0.60197 1.27688 -1.61341 1.42 0.08 1.84 0.06
H -4.19805 2.27281 -0.23775 -0.64 -0.72 -1.21 0.10
Mg -3.36758 0.13242 -2.78424 0.24 0.46 0.60 1.29

No. 2
39
Properties=species:S:1:pos:R:3:forces:R:3:lowdin_spin:R:1 method="wB97M-V/def2-TZVPD" spin_multiplicity=2 total_charge=0 homo_energy_ev="-6.39 / -5.91" gap_ev="6.0 / 5.5" e_lumo_ha="-0.0158 / -0.0159"
V 0.11376 1.77551 -1.64637 -0.22 -0.57 -0.09 0.89
N -1.49694 0.28162 -1.96856 0.04 0.19 -0.15 0.00
C -0.67137 -0.91406 -1.67737 -0.16 0.01 -0.17 0.00
C -1.46846 -2.22044 -1.66058 0.02 -0.01 -0.16 0.00
C -0.68677 -3.54026 -1.64000 -0.02 -0.02 0.03 0.00
C 0.47649 -3.60403 -0.65560 -0.07 0.00 -0.09 0.00
N 0.08780 -3.18023 0.69025 0.09 -0.08 0.14 0.00
C 0.35005 -1.99812 1.25045 0.24 0.02 -0.26 0.00
N 1.31997 -1.19837 0.82009 -0.17 -0.20 0.09 0.00
N -0.38428 -1.60173 2.29114 -0.04 0.32 0.22 0.00
C 0.55180 -0.82150 -2.62948 -0.02 0.04 0.01 0.01
O 1.01682 -1.82127 -3.15345 0.01 -0.02 0.08 0.02
O 0.99944 0.37935 -2.73154 0.31 -0.46 -0.24 0.02
H -2.29131 0.35334 -1.34242 0.02 -0.03 0.04 0.00
H -1.85579 0.22999 -2.91850 -0.10 -0.02 0.04 0.00
H -0.28436 -0.70841 -0.67992 0.00 -0.08 -0.12 0.00
H -2.13002 -2.24586 -2.53108 0.03 0.01 -0.01 0.00
H -2.12511 -2.17856 -0.78417 -0.05 0.01 -0.02 0.00
H -0.26347 -3.73784 -2.62193 -0.04 0.00 -0.01 0.00
H -1.39476 -4.34477 -1.41590 0.01 0.00 0.02 0.00
H 1.28865 -2.98231 -1.01968 0.02 0.01 -0.01 0.00
H 0.85891 -4.62309 -0.59945 0.04 0.03 0.04 0.00
H -0.62766 -3.73319 1.13395 -0.01 0.00 0.01 0.00
H 1.82264 -1.44403 -0.01732 0.03 -0.05 0.04 0.00
H 1.19010 -0.18630 0.95714 0.13 0.36 -0.05 0.00
H -1.14558 -2.15785 2.63430 -0.04 0.06 -0.03 0.00
H -0.22674 -0.68584 2.69296 0.11 -0.13 0.04 0.00
Cl 1.44714 4.19318 4.55121 0.00 0.00 0.00 0.00
C 0.95415 4.03178 2.90322 -0.01 -0.02 -0.03 0.00
C 0.50975 5.13205 2.18961 0.00 0.02 -0.02 0.00
Cl 0.43071 6.68312 2.94272 0.00 0.00 0.00 0.00
C 0.13279 4.98515 0.84912 -0.04 0.04 0.03 0.00
Cl -0.38282 6.34245 -0.08299 -0.01 0.00 0.00 0.00
C 0.16605 3.74498 0.22894 0.10 -0.19 0.04 0.01
O -0.15761 3.54409 -1.03801 -0.33 0.89 0.23 0.03
C 0.59560 2.60210 0.96373 0.07 0.24 -0.04 0.00
O 0.59560 1.44839 0.30789 0.19 -0.14 0.43 0.01
C 1.00546 2.78150 2.27634 0.09 -0.03 0.08 0.00
Cl 1.67941 1.41948 3.13126 -0.21 -0.19 -0.10 0.00

No. 3
33
Properties=species:S:1:pos:R:3:forces:R:3:lowdin_charge:R:1 method="wB97M-V/def2-TZVPD" total_charge=+1 homo_energy_ev=-13.53 gap_ev=8.6 e_lumo_ha=-0.1804 de_lowest_kj_mol=0.0
C -2.78244 -0.50422 2.85238 0.49 0.41 -0.23 -0.09
C -2.56007 0.56416 1.76264 -0.34 -0.46 0.36 -0.35
C -1.11522 1.04613 1.77330 -0.16 -0.24 0.20 -0.98
I -0.84623 3.13545 1.47865 0.01 -0.02 -0.14 1.03
S -0.15031 0.29055 0.43888 0.25 0.55 -0.31 0.73
Cl -0.30488 -1.69525 0.70448 -0.04 0.05 0.12 0.45
C 1.52338 0.63742 0.89129 0.06 -0.37 0.42 -0.53
C 2.04194 0.08405 2.06427 0.20 0.34 -0.19 -0.09
C 3.34541 0.39363 2.41280 -0.35 0.07 -0.34 -0.03
C 4.08852 1.24293 1.59732 0.09 0.09 -0.06 -0.03
C 3.56039 1.78286 0.42962 -0.26 -0.19 0.17 -0.03
C 2.26055 1.47445 0.06060 -0.28 -0.31 0.10 -0.09
H -2.87245 -0.00882 3.81335 -0.15 -0.04 0.20 0.09
H -1.92012 -1.16155 2.91756 -0.03 -0.25 0.00 0.04
H -3.66295 -1.09886 2.65149 -0.20 -0.05 0.04 0.09
H -2.85410 0.17376 0.79056 0.09 0.08 -0.24 0.10
H -3.21651 1.39907 1.97419 -0.06 0.22 -0.13 0.09
H -0.63910 0.79698 2.71487 0.23 0.04 0.09 0.06
H 1.45865 -0.56823 2.69369 -0.13 -0.13 0.03 0.10
H 3.75976 -0.03475 3.30860 0.18 0.01 0.13 0.12
H 5.10103 1.48652 1.87872 0.12 0.02 0.01 0.12
H 4.13478 2.43678 -0.20265 0.21 0.09 -0.02 0.12
H 1.80541 1.85864 -0.83878 0.08 0.14 -0.15 0.12
C -0.90928 -1.83830 -2.95370 0.05 -0.31 0.01 -0.08
C -1.92853 -1.08488 -3.77687 0.10 0.22 -0.04 -0.31
O -1.12816 -0.47853 -4.76782 -0.13 -0.27 -0.03 0.14
C -0.01300 -1.25402 -4.94225 0.11 0.10 0.09 -0.53
O 0.74544 -1.15941 -5.83753 0.03 0.03 -0.02 0.21
O 0.09434 -2.14513 -3.91590 -0.12 0.05 0.03 0.07
F -2.54702 -0.12044 -3.04282 0.05 0.01 0.00 0.06
H -0.48371 -1.19477 -2.18267 -0.08 0.13 -0.01 0.09
H -1.30001 -2.74506 -2.49774 0.09 -0.08 -0.13 0.14
H -2.68549 -1.71115 -4.25053 -0.11 0.08 0.06 0.18

No. 4
31
Properties=species:S:1:pos:R:3:forces:R:3:lowdin_spin:R:1 method="wB97M-V/def2-TZVPD" spin_multiplicity=8 total_charge=0 homo_energy_ev="-6.73 / -7.55" gap_ev="5.9 / 6.7" e_lumo_ha="-0.0303 / -0.0303" de_lowest_kj_mol=0.0
C 0.70561 -3.64418 -1.55162 -0.16 -1.71 -0.20 0.00
C 0.53194 -3.57263 -0.00264 -0.34 -1.79 0.37 0.00
H -0.05094 -3.10954 -2.15037 0.21 -0.15 0.25 0.00
H 0.60118 -4.69797 -1.83641 -0.01 0.31 -0.07 0.00
H 1.70141 -3.35928 -1.92939 -0.29 -0.02 0.21 0.00
H -0.34674 -3.00575 0.35365 0.20 -0.13 -0.18 0.00
H 0.34914 -4.60051 0.32455 -0.04 0.27 0.19 0.00
H 1.43192 -3.26036 0.54900 -0.12 0.02 -0.23 0.00
C -0.23858 1.60240 -2.45927 0.08 -0.12 0.10 0.00
C -0.73499 2.88075 -2.71928 -0.05 -0.13 0.25 0.00
C -1.24806 3.62488 -1.65737 0.12 -0.26 -0.03 0.00
C -1.22194 3.07203 -0.37733 0.26 -0.76 0.14 0.00
H 0.17754 0.95554 -3.24389 -0.23 0.42 0.20 0.00
H -0.71209 3.24558 -3.74353 -0.06 0.04 0.28 0.00
H -1.65821 4.62310 -1.81283 0.10 -0.28 0.02 0.00
H -1.63272 3.59697 0.48366 0.13 0.05 -0.42 0.00
N -0.19365 1.06361 -1.23367 -0.39 0.80 0.47 0.00
C -0.66372 1.78879 -0.18553 -0.25 0.64 -1.30 0.00
C -0.51607 1.19168 1.15628 0.16 -0.94 1.11 0.00
N -0.02666 -0.07551 1.20278 0.07 0.64 0.69 0.00
C 0.29528 -0.62313 2.38950 -0.52 0.79 -0.17 0.00
C -0.50793 1.31663 3.57091 -0.08 -0.14 -0.37 0.00
C 0.06369 0.04124 3.59776 0.07 -0.05 -0.16 0.00
H 0.75768 -1.61478 2.34967 -0.20 0.36 0.12 0.00
H 0.33313 -0.44519 4.53263 -0.06 0.18 -0.18 0.00
C -0.81084 1.89502 2.33901 0.21 -0.31 -0.50 0.00
H -1.25764 2.88411 2.24756 0.24 -0.28 0.36 0.00
H -0.71748 1.87029 4.48739 0.10 -0.26 -0.22 0.00
Eu 0.97399 -1.29896 -0.83888 0.65 2.87 -0.96 7.01
I 1.74764 -1.16432 -3.92202 -0.02 0.07 -0.14 -0.01
F 2.86809 -1.18053 0.07965 0.22 -0.10 0.38 -0.02

No. 5
39
Properties=species:S:1:pos:R:3:forces:R:3:lowdin_spin:R:1 method="wB97M-V/def2-TZVPD" spin_multiplicity=2 total_charge=-1 homo_energy_ev="-5.34 / -5.32" gap_ev="7.1 / 5.0" e_lumo_ha="0.0649 / -0.0121" de_lowest_kj_mol=26.7
Hg -0.96192 -2.15567 0.37768 0.02 0.01 0.00 0.00
O 2.73069 1.61492 -0.37652 -0.14 -0.08 0.01 0.06
C 2.16069 0.56383 -0.06346 0.23 0.20 -0.23 -0.01
O 1.58368 -0.29310 -0.76303 0.19 -0.18 0.07 0.14
C 2.16902 0.16757 1.37805 0.07 -0.17 0.33 0.20
C 3.29784 -0.42696 1.94268 -0.13 0.08 -0.23 0.02
C 3.27081 -0.81653 3.25455 0.08 -0.14 0.29 0.14
C 2.13516 -0.66286 4.08582 0.13 -0.07 -0.08 0.01
C 1.02419 -0.11288 3.55615 -0.10 -0.07 0.09 0.07
C 0.96386 0.38917 2.18075 0.04 -0.02 -0.03 0.05
O 0.00245 1.00287 1.73207 -0.15 0.12 0.06 0.24
N -0.15966 -0.01682 4.42393 0.09 0.33 -0.15 0.00
O -1.24441 -0.16675 3.91356 -0.02 -0.14 0.02 0.01
O 0.03415 0.22423 5.60509 0.01 -0.10 0.02 0.00
N 4.46833 -1.42523 3.84855 -0.08 0.22 -0.02 0.01
O 5.45136 -1.54978 3.14568 0.01 -0.06 -0.02 0.01
O 4.41344 -1.75110 5.02142 0.00 -0.07 0.00 0.04
H 4.18882 -0.56493 1.34751 0.01 -0.03 0.02 0.00
H 2.16352 -0.98914 5.11365 0.00 0.00 0.01 0.00
C -2.91910 1.40047 -0.37699 0.02 -0.01 -0.07 0.00
N -2.11597 0.93244 -1.49508 -0.04 -0.06 -0.03 0.00
C -0.71461 1.36831 -1.42764 -0.20 0.13 -0.33 0.00
C -2.52560 -0.12122 -2.23615 0.21 0.03 0.16 0.00
S -3.80801 -1.10865 -1.79385 -0.15 0.06 0.03 0.00
N -1.78612 -0.37886 -3.36860 0.02 0.06 -0.07 0.00
C -1.48545 0.68342 -4.31769 0.09 -0.11 0.08 0.00
C -1.90713 -1.67172 -4.00644 -0.04 -0.03 -0.03 0.00
H -2.66106 2.44408 -0.19077 0.00 -0.01 -0.01 0.00
H -2.70770 0.82811 0.52859 0.00 -0.05 0.02 0.00
H -3.97508 1.31102 -0.61334 -0.02 0.00 0.01 0.00
H -0.39163 1.34224 -0.39008 -0.09 0.04 -0.06 0.00
H -0.60480 2.38955 -1.80556 -0.01 -0.01 -0.02 0.00
H -0.07040 0.69733 -1.98392 -0.06 0.01 -0.03 0.00
H -1.60767 1.65991 -3.86992 -0.01 0.11 0.16 0.00
H -2.16472 0.61404 -5.17669 0.00 -0.01 0.01 0.00
H -0.45944 0.59355 -4.68124 0.00 0.01 0.02 0.00
H -1.91344 -2.45827 -3.25795 0.01 -0.01 0.00 0.00
H -1.04644 -1.80349 -4.66437 0.01 0.00 0.00 0.00
H -2.82767 -1.75311 -4.59645 0.01 -0.01 0.00 0.00

No. 6
27
Properties=species:S:1:pos:R:3:forces:R:3:lowdin_charge:R:1 method="wB97M-V/def2-TZVPD" total_charge=+1 homo_energy_ev=-12.80 gap_ev=9.7 e_lumo_ha=-0.1122 de_lowest_kj_mol=153.5 smiles="C[C@]12C=C[C@](C)([NH2+]1)c1ccccc12"
C -1.38493 2.53254 0.42886 3.92 1.12 0.46 0.01
C -0.85632 1.16845 0.04108 -1.14 -0.49 -0.36 -0.30
C -1.52223 0.60378 -1.20972 1.08 -2.81 2.52 0.02
C -1.44716 -0.71327 -1.24803 -0.24 -0.16 1.75 0.06
C -0.78008 -1.15238 0.10631 0.45 0.23 -1.28 -0.33
C -1.15236 -2.53452 0.57994 -1.28 -0.96 0.86 -0.01
N -1.17305 -0.01629 1.02106 -0.44 0.44 2.25 0.17
C 0.64799 -0.60062 -0.08799 0.39 -1.49 0.22 -0.15
C 1.81526 -1.30366 -0.17497 -0.51 -1.83 -0.11 0.00
C 3.02330 -0.64884 -0.29944 -0.32 -0.20 -0.37 -0.06
C 2.99026 0.69463 -0.43261 2.38 2.30 1.05 -0.07
C 1.81848 1.43186 -0.33010 -0.32 0.88 -0.33 0.00
C 0.62038 0.77894 -0.14626 0.17 0.58 0.37 -0.12
H -2.37172 2.62604 0.79483 -1.22 -0.16 -0.33 0.08
H -1.06802 3.19001 -0.40796 -1.09 -0.28 0.11 0.12
H -0.73261 3.01439 1.20645 -0.49 -0.76 -0.17 0.11
H -1.89088 1.17352 -1.92116 -1.58 2.88 -3.26 0.08
H -1.72982 -1.43931 -1.99849 -0.03 0.20 0.02 0.14
H -2.24955 -2.65475 0.84717 1.15 0.70 -0.19 0.12
H -0.60291 -3.05583 1.35946 0.39 0.94 0.67 0.09
H -1.05798 -3.30785 -0.14923 0.20 -0.01 -1.42 0.08
H -2.08333 -0.11403 1.56102 0.71 0.41 -1.55 0.22
H -0.45634 0.07459 1.78461 -0.68 -0.32 -0.73 0.21
H 1.73743 -2.39524 -0.18244 0.29 0.30 0.21 0.13
H 3.97960 -1.10475 -0.33561 0.46 -0.84 0.05 0.11
H 4.00039 1.25122 -0.36595 -1.87 -0.80 -0.64 0.15
H 1.92616 2.50138 -0.44083 -0.37 0.15 0.20 0.12

| no. | calculated total energy (eV) |
| --- | --- |
| 1 | -120534.3788 |
| 2 | -102600.6135 |
| 3 | -52982.0025 |
| 4 | -45800.8532 |
| 5 | -47969.9224 |
| 6 | -14152.9549 |